ORCA calculation (the ωB97M-V functional and the def2-TZVPD basis) on a cluster of 10 separate species, H18NO12 in total.

Last column: natural (NBO) charge in e.
Atoms and positions in Å:
1 N -22.306341 -6.783499 27.631037  0.709
2 O -23.087679 -5.991054 27.001118  -0.589
3 O -22.370584 -8.016144 27.289034  -0.516
4 O -21.139342 -6.350938 27.754651  -0.516
5 O -25.347982 -4.209007 24.811704  -0.961
6 H -25.184407 -3.307375 24.606111  0.474
7 H -24.980190 -4.524346 25.630506  0.488
8 O -24.514774 -7.921367 24.956081  -0.982
9 H -24.397989 -7.839834 25.911844  0.470
10 H -23.703634 -7.449027 24.699148  0.480
11 O -18.718247 -7.041385 29.831004  -0.986
12 H -19.265257 -7.821793 29.802639  0.483
13 H -18.601823 -6.783581 28.918081  0.486
14 O -18.575393 -6.400286 27.127318  -0.962
15 H -19.537551 -6.526422 27.140911  0.485
16 H -18.490907 -6.491940 26.164833  0.468
17 O -22.643156 -6.162454 24.383754  -0.972
18 H -22.823995 -5.646040 23.527759  0.491
19 H -22.884377 -5.680543 25.158157  0.499
20 O -20.981482 -9.628694 25.653277  -0.950
21 H -21.166674 -9.259269 24.755127  0.458
22 H -21.384066 -8.983424 26.199555  0.478
23 O -19.809971 -8.975623 28.222549  -0.977
24 H -19.103018 -9.049533 27.505759  0.484
25 H -20.493530 -8.399338 27.940600  0.480
26 O -23.596471 -3.230453 27.026940  -0.974
27 H -22.868201 -3.010858 27.573319  0.472
28 H -23.554143 -4.190176 27.117444  0.485
29 O -20.490299 -4.070592 26.000670  -0.938
30 H -20.866022 -4.929825 26.193675  0.477
31 H -20.918092 -3.886926 25.141870  0.456

Cartesian forces, eV/Å:
N 2.986 -0.684 -8.134
O -1.791 -0.046 2.541
O -1.829 0.573 2.851
O -0.413 0.643 2.944
O -1.020 -1.654 -1.141
H 0.629 1.009 0.655
H 0.284 0.636 0.373
O 0.145 -0.118 0.452
H -0.329 -0.318 0.102
H -0.346 -0.091 -0.518
O 0.437 0.625 1.225
H -0.140 -0.399 -0.381
H 0.103 -0.066 -0.294
O -0.289 -0.246 -1.500
H -0.047 0.122 0.849
H 0.804 0.208 0.259
O 1.000 0.340 -3.469
H 0.119 -0.928 2.430
H -0.531 0.931 0.751
O 0.707 -0.526 -2.692
H 0.212 -0.650 0.988
H -0.795 0.914 1.254
O 2.733 -1.791 -0.385
H -1.853 0.414 1.410
H -0.951 0.820 -0.744
O -1.055 -0.253 -0.583
H 1.284 0.774 0.735
H -0.032 -0.422 -0.026
O -0.331 0.423 -1.187
H -0.066 -0.413 0.669
H 0.376 0.170 0.564

HOMO energy = -7.2 eV
Gap between HOMO and LUMO = 0.33337 Ha
Net charge = -1
ΔE to the lowest compared entry with this formula, charge and spin = 3.109 eV